ORCA calculation (ωB97M-V with the def2-TZVPD basis set) on a single C6H8 molecule.

- Gap between HOMO and LUMO: 8.778 eV
- Total charge: 0
- E_LUMO: 0.2 eV
- Energy relative to the best compared isomer or geometry (same formula, charge and spin): 106.80 kcal/mol

Each line ends with the Löwdin charge.
Cartesian coordinates (Å):
C: 2.920 -1.498 -0.216  0.1067
C: 1.973 -0.914 0.255  -0.1509
C: 0.791 -0.262 0.821  -0.2901
C: 0.291 0.951 0.115  0.0316
C: -1.182 1.042 0.241  -0.3160
C: -1.580 0.298 -1.061  -0.0999
H: 3.762 -2.001 -0.632  0.0216
H: 0.035 -1.014 1.115  0.1172
H: 1.080 0.255 1.761  0.1457
H: -0.977 0.627 -1.913  0.0770
H: -1.552 2.070 0.196  0.0984
H: -1.638 0.524 1.101  0.1055
H: -1.447 -0.779 -0.958  0.0754
H: -2.624 0.497 -1.299  0.0777

ORCA calculation (ωB97M-V with the def2-TZVPD basis set) on a molecular structure, C44H59N3O2PtS.

- Gap between HOMO and LUMO (spin up / spin down): 6.498 / 6.566 eV
- Total charge: +2
- E_LUMO (spin up / spin down): -6.8 / -6.8 eV
- Energy relative to the best compared isomer or geometry (same formula, charge and spin): 14.75 kcal/mol

Each line ends with the Löwdin charge.
Cartesian coordinates (Å):
Pt: 0.721 -0.824 -1.062  1.1227
C: 3.137 -0.274 4.447  -0.0498
C: 1.759 -0.120 3.792  -0.3821
C: 0.824 0.656 4.729  -0.0496
C: 1.198 -1.490 3.406  -0.1148
C: 1.171 -2.454 4.405  -0.0158
C: 0.875 -3.773 4.129  -0.0225
C: 0.672 -4.164 2.818  -0.0127
C: 0.661 -3.249 1.773  -0.1152
C: 0.404 -3.839 0.392  -0.3550
C: -1.037 -3.658 -0.073  -0.0436
C: 1.424 -3.458 -0.670  -0.0334
C: 0.831 -1.885 2.095  -0.1134
N: 0.607 -0.890 1.103  0.0507
C: 0.109 0.240 1.426  -0.0744
C: 0.046 1.330 0.443  -0.0896
N: 0.462 1.150 -0.751  -0.0148
C: 0.546 2.199 -1.721  -0.1133
C: 0.343 1.892 -3.081  -0.1320
C: 0.221 2.943 -3.978  -0.0131
C: 0.345 4.255 -3.564  -0.0151
C: 0.684 4.529 -2.253  -0.0101
C: 0.829 3.521 -1.308  -0.1113
C: 1.395 3.922 0.054  -0.3810
C: 0.385 4.730 0.879  -0.0432
C: 2.700 4.708 -0.117  -0.0487
C: 0.257 0.496 -3.674  -0.3796
C: 1.406 0.217 -4.642  -0.0314
C: -1.088 0.209 -4.341  -0.0408
H: 3.571 0.709 4.638  0.0937
H: 3.823 -0.836 3.812  0.0681
H: 3.070 -0.793 5.403  0.0830
H: 1.917 0.472 2.888  0.1116
H: 0.823 0.203 5.722  0.0912
H: -0.214 0.667 4.387  0.0705
H: 1.161 1.688 4.840  0.0908
H: 1.415 -2.165 5.420  0.1226
H: 0.845 -4.506 4.925  0.1230
H: 0.511 -5.212 2.595  0.1263
H: 0.554 -4.912 0.524  0.1373
H: -1.273 -2.607 -0.250  0.0337
H: -1.731 -4.025 0.681  0.0916
H: -1.224 -4.213 -0.996  0.0974
H: 1.149 -2.555 -1.294  -0.0079
H: 1.495 -4.212 -1.453  0.1112
H: 2.412 -3.229 -0.276  0.0880
H: -0.265 0.425 2.427  0.1261
H: -0.346 2.289 0.756  0.1125
H: 0.033 2.731 -5.024  0.1266
H: 0.225 5.063 -4.275  0.1252
H: 0.867 5.554 -1.956  0.1239
H: 1.666 3.024 0.612  0.1131
H: 0.211 5.701 0.412  0.0927
H: 0.768 4.910 1.885  0.0926
H: -0.590 4.242 0.965  0.0689
H: 2.533 5.668 -0.605  0.0817
H: 3.428 4.149 -0.708  0.0872
H: 3.138 4.912 0.861  0.0909
H: 0.381 -0.241 -2.834  0.0356
H: 1.344 0.898 -5.491  0.0942
H: 1.336 -0.802 -5.027  0.0994
H: 2.378 0.352 -4.174  0.0603
H: -1.091 0.641 -5.344  0.0979
H: -1.924 0.637 -3.792  0.0453
H: -1.253 -0.864 -4.446  0.0978
C: 5.062 -1.168 1.179  -0.0139
N: 5.315 -0.624 -0.155  -0.1183
C: 6.699 -0.382 -0.584  -0.0158
C: 4.257 -0.377 -0.925  -0.4817
C: 4.446 0.200 -2.297  0.0265
O: 3.108 -0.630 -0.496  -0.0911
H: 5.998 -1.202 1.728  0.0948
H: 4.644 -2.174 1.121  0.0983
H: 4.352 -0.538 1.711  0.0721
H: 7.363 -0.717 0.206  0.0907
H: 6.886 0.677 -0.755  0.0989
H: 6.941 -0.943 -1.484  0.1007
H: 5.452 0.552 -2.502  0.0768
H: 3.748 1.029 -2.414  0.0823
H: 4.192 -0.568 -3.029  0.0980
O: -1.843 -0.495 -0.764  -0.5839
S: -3.119 -0.368 -1.592  0.9868
C: -4.496 -0.969 -0.607  -0.2669
C: -4.538 -2.473 -0.495  -0.2831
C: -4.750 -3.045 0.753  -0.0426
C: -4.867 -4.423 0.887  -0.0704
C: -4.755 -5.241 -0.227  -0.0729
C: -4.538 -4.676 -1.478  -0.0698
C: -4.437 -3.299 -1.612  -0.0590
C: -3.545 1.392 -1.606  -0.2728
C: -4.028 1.995 -0.315  -0.2812
C: -3.262 1.949 0.849  -0.0623
C: -3.728 2.519 2.024  -0.0649
C: -4.967 3.149 2.050  -0.0635
C: -5.736 3.195 0.898  -0.0516
C: -5.269 2.618 -0.277  -0.0307
H: -5.381 -0.579 -1.124  0.1230
H: -4.427 -0.490 0.369  0.0985
H: -4.845 -2.408 1.625  0.1174
H: -5.055 -4.854 1.862  0.1112
H: -4.851 -6.314 -0.125  0.1109
H: -4.469 -5.308 -2.354  0.1111
H: -4.302 -2.867 -2.599  0.1082
H: -4.304 1.479 -2.388  0.1060
H: -2.632 1.864 -1.981  0.0876
H: -2.315 1.426 0.833  0.0694
H: -3.129 2.473 2.926  0.1055
H: -5.331 3.597 2.965  0.1135
H: -6.703 3.681 0.910  0.1160
H: -5.879 2.658 -1.173  0.1214

ORCA calculation (ωB97M-V with the def2-TZVPD basis set) on a molecular structure, C17H16AuCl2N4O8.

- <S²>: 2.040
- Gap between HOMO and LUMO (spin up / spin down): 8.563 / 6.872 eV
- 2S+1: 3
- Total charge: +1
- E_LUMO (spin up / spin down): -3.4 / -5.8 eV

Each line ends with the Löwdin charge.
Cartesian coordinates (Å):
Au: 1.723 -0.191 -0.544  1.1659
N: 3.660 0.610 -0.113  -0.0736
C: 4.185 0.002 1.142  -0.2163
C: 4.525 -1.478 1.007  -0.1821
C: 3.353 -2.418 0.765  -0.2217
N: 2.759 -2.159 -0.559  -0.0350
H: 4.325 0.502 -0.874  0.1105
H: 3.517 1.609 0.024  0.0650
H: 3.424 0.153 1.909  0.1263
H: 5.075 0.552 1.452  0.1252
H: 5.014 -1.784 1.933  0.1265
H: 5.276 -1.614 0.220  0.1209
H: 2.574 -2.267 1.514  0.1260
H: 3.672 -3.460 0.826  0.1264
H: 1.968 -2.755 -0.790  0.0974
H: 3.456 -2.235 -1.294  0.1115
Cl: -1.264 7.279 -0.120  0.8031
C: -0.380 5.832 -0.034  -0.6252
C: 0.902 5.833 0.521  -0.1010
C: 1.590 4.653 0.602  -0.5508
Cl: 3.156 4.590 1.271  0.7925
C: 1.012 3.380 0.154  -0.3470
O: 1.595 2.314 0.374  -0.0283
C: -0.286 3.464 -0.501  -0.0757
C: -0.899 2.304 -1.200  -0.1550
O: -0.324 1.282 -1.481  0.0261
C: -0.959 4.647 -0.555  -0.0246
H: 1.334 6.755 0.883  0.1222
H: -1.952 2.455 -1.495  0.1435
H: -1.938 4.709 -1.013  0.1263
O: -0.542 -0.282 0.915  0.0278
C: -0.793 -1.076 0.020  -0.5934
O: 0.121 -1.409 -0.873  -0.1981
C: -2.104 -1.752 -0.125  -0.0966
C: -2.386 -2.574 -1.210  0.0826
C: -3.630 -3.166 -1.284  -0.0991
C: -4.616 -2.986 -0.334  0.1019
C: -4.292 -2.161 0.728  -0.0982
C: -3.069 -1.542 0.859  0.0873
N: -5.319 -1.934 1.775  -0.3470
O: -5.020 -1.192 2.687  0.0936
O: -6.374 -2.516 1.651  0.1042
N: -3.926 -4.043 -2.445  -0.3459
O: -2.992 -4.345 -3.159  0.0911
O: -5.052 -4.480 -2.532  0.1047
H: -1.656 -2.746 -1.986  0.1319
H: -5.583 -3.457 -0.418  0.1385
H: -2.858 -0.904 1.704  0.1357